Record 1
Density functional theory data (ωB97M-V/def2-TZVPD) for a structure of composition C28H43F9OP2Ru at a distorted geometry.

Total charge: +1
E_LUMO (alpha / beta): -2.051 / -4.949 eV
Orbital gap (alpha / beta): 7.0575 / 6.4119 eV
Spin multiplicity: 6
M: 729.65 g mol⁻¹
F_max: 2.3 eV/A

Positions of all 84 atoms, in Å:
Ru -1.00535 0.22881 -0.41866
P 0.59474 -0.09963 1.06712
P 0.49143 0.72320 -2.03586
F 2.67618 -2.84556 -2.35374
F 1.48212 -5.33922 0.84476
F 2.76447 -3.14589 1.77724
F 2.03313 -4.90064 -1.88084
F -0.22507 -4.88945 -0.43744
F 3.62552 -4.26472 0.09148
F 0.57048 -3.41324 -2.51991
F -0.00226 -3.86554 1.49479
F 3.64977 -2.09635 0.06824
O 0.79814 -1.94794 -0.21499
C 3.15769 3.58641 0.17888
C 1.35488 2.74981 2.93926
C 1.69114 -3.58924 -1.76399
C 2.88378 -3.17083 0.41258
C 0.66190 4.07785 2.85025
C 2.15626 0.46317 -1.23209
C -3.05560 -1.20981 0.72975
C -3.28229 -0.99351 2.17310
C -2.47229 -3.28393 -2.31971
C -2.91628 -0.19303 -2.88376
C -2.70452 -0.81330 -1.55798
C 2.59161 2.54496 2.45907
C -0.67533 1.29024 1.57672
C 0.02264 2.29413 -2.86975
C -2.83905 -2.45269 0.08431
C -3.95477 1.04182 -0.24718
C 0.68633 -4.32213 0.41248
C 1.45009 -3.12610 -0.27033
C 3.42139 3.53549 1.69570
C -3.10891 -0.17133 -0.29480
C -2.61289 -2.23245 -1.29020
C 0.69747 -0.89954 2.66381
C 2.17319 0.39025 0.31668
C 0.62788 -0.34597 -3.48303
C 1.75331 3.33802 -0.30068
C -2.98363 -3.77837 0.73816
C 0.65875 4.76298 1.46782
C 0.65081 3.84969 0.26733
H -1.77538 1.23789 1.30457
H -3.51692 1.80476 -0.89163
H -0.27689 5.35439 1.42789
H 1.19808 -0.22220 3.37993
H 2.86795 -0.39702 0.64289
H 2.88491 1.20453 -1.59815
H -0.18594 3.07698 -2.12530
H 1.24108 -1.84466 2.56859
H -4.97126 0.83094 -0.60401
H 0.79961 2.63833 -3.57570
H -0.32672 -1.09752 3.01948
H -0.32335 2.28506 1.30681
H -0.90085 2.08983 -3.42940
H -0.68446 1.17588 2.67925
H 3.35471 4.55141 2.11689
H 4.47572 3.22890 1.81223
H -4.03299 1.40338 0.77949
H -3.97281 -0.24701 -3.19179
H 0.92189 -1.35055 -3.17145
H 3.49100 4.57821 -0.18361
H 1.49338 5.48720 1.41607
H 0.92903 2.01174 3.63547
H 3.81169 2.85194 -0.31995
H -0.38012 3.94508 3.18259
H 1.71469 2.97528 -1.33414
H 3.13254 1.62894 2.75133
H -0.31855 3.77542 -0.24614
H -2.85859 -3.67771 1.82234
H 1.12944 4.78303 3.56127
H -0.34745 -0.38594 -3.97173
H -3.96670 -4.23605 0.54042
H -2.10342 -2.86434 -3.26434
H 1.36245 0.05379 -4.19247
H -4.24769 -1.39282 2.52668
H 2.47875 -0.52105 -1.60433
H -1.75364 -4.04194 -1.98033
H 2.53448 1.32067 0.76647
H -2.49323 -1.48097 2.76851
H -3.26196 0.07917 2.40317
H -2.21855 -4.46176 0.36424
H -2.33034 -0.69953 -3.65600
H -2.63121 0.86451 -2.85453
H -3.42922 -3.80260 -2.51618

Atoms 1-2, force components in eV/Å:
-1.9 -1.4 -0.2
-0.7 -0.8 0.6



Record 2
Density functional theory data (ωB97M-V/def2-TZVPD) for a structure of composition C25H36As3I2NOSr.

Total charge: 0
E_LUMO: -0.049 eV
Orbital gap: 7.2375 eV
Spin multiplicity: 1
M: 932.76 g mol⁻¹
Relative energy (zero: lowest compared OMol25 entry of this formula, charge and spin): 0.0 kcal/mol
F_max: 0.1 eV/A

Positions of all 69 atoms, in Å:
I -6.48518 6.44634 -0.09111
I -2.38681 3.56770 -3.30186
Sr -0.97985 1.05897 1.42942
As 0.22767 -2.02964 0.89072
As 0.91209 0.82093 -1.11899
As 2.81202 -3.97456 -2.98185
O -1.98680 2.13305 -0.46060
N -3.14598 2.57184 1.94445
C 2.69998 -1.68013 -0.97839
C -2.90068 3.03220 -0.39057
C 0.47861 0.51049 3.83415
C -3.57305 3.29748 0.87256
C 1.31568 -4.27922 -4.21511
C 2.62902 -0.14471 -1.08680
C -3.31862 3.82243 -1.45783
C 1.32379 2.20735 2.56055
C 0.49453 -2.96205 2.59022
C -4.33766 4.78017 -1.34484
C 2.12001 -2.22438 0.34061
C 0.25236 2.72401 3.31352
C 2.27010 -5.32385 -1.66113
C -5.18719 4.42418 2.26745
C 0.10793 0.29003 -2.81555
C -0.64517 -3.52137 -0.02988
C -4.97908 5.00092 -0.15942
C 2.02788 -2.32705 -2.20775
C -4.74300 3.68595 3.32682
C 4.20179 -2.01842 -0.94809
C -0.27159 1.67217 4.10022
C 1.46376 0.83774 2.87748
C 1.62951 2.54110 -1.69336
C -4.60532 4.26014 0.99208
C -3.70525 2.76751 3.11666
H 0.34743 -0.44664 4.31895
H 2.85464 -5.22623 -0.74675
H -5.16976 3.80340 4.31301
H 0.82980 0.33991 -3.63140
H -0.03863 -4.42321 0.03488
H -0.30319 -0.71585 -2.75301
H 2.66687 -1.77081 1.17333
H 2.31698 -3.29907 0.39611
H 3.15759 0.29339 -0.23274
H 2.08472 -1.63209 -3.04986
H -1.06810 1.75735 4.82616
H 2.47210 -6.30744 -2.08541
H 2.21427 2.43025 -2.60701
H 2.22638 0.17372 2.49334
H 1.30791 -3.50153 -4.97827
H 4.37107 -3.08887 -0.81052
H -0.46474 -3.10546 3.08620
H 0.79173 3.21369 -1.87392
H -4.61209 5.35230 -2.22090
H 0.96556 -2.49925 -2.02701
H 1.44400 -5.24201 -4.70828
H 2.25805 2.95840 -0.90748
H 3.17960 0.15590 -1.98383
H 0.36162 -4.27258 -3.68605
H -0.09051 3.74875 3.31108
H -1.59827 -3.70174 0.46795
H 1.20868 -5.25217 -1.42971
H 1.95184 2.77147 1.88481
H -3.32076 2.17999 3.94331
H 1.13499 -2.36077 3.23311
H 0.95987 -3.93348 2.41997
H 4.68647 -1.72150 -1.87994
H -0.84578 -3.28588 -1.07340
H -0.70683 0.98858 -3.00013
H -5.98200 5.14691 2.39513
H 4.69300 -1.49478 -0.12550

Atoms 1-2, force components in eV/Å:
0.0 0.0 0.0
0.0 0.0 0.0



Record 3
Density functional theory data (ωB97M-V/def2-TZVPD) for a structure of composition C2H6Cl4O2Zn.

Total charge: -2
E_LUMO: 5.266 eV
Orbital gap: 7.8569 eV
Spin multiplicity: 1
M: 269.27 g mol⁻¹
Relative energy (zero: lowest compared OMol25 entry of this formula, charge and spin): 0.0 kcal/mol
F_max: 0.8 eV/A

Positions of all 15 atoms, in Å:
Zn 0.58414 1.13042 -2.63207
Cl 1.41488 1.56118 -4.80458
Cl -0.73635 2.93098 -1.86647
Cl -0.67734 -0.82088 -2.64225
Cl 2.43539 0.84512 -1.20384
O -0.46083 -1.80796 2.45918
O -0.89284 0.90477 1.92254
C -0.64590 0.01396 0.81633
C 0.16874 -1.17530 1.31899
H -0.07934 0.57028 0.07259
H -1.58679 -0.27427 0.35121
H -0.15207 1.51502 1.94869
H -0.78548 -2.64902 2.14430
H 1.16253 -0.80422 1.57361
H 0.25126 -1.94008 0.54175

Atoms 1-2, force components in eV/Å:
0.1 0.2 -0.2
-0.1 0.0 0.2



Record 4
Density functional theory data (ωB97M-V/def2-TZVPD) for a structure of composition C37H40N2O3PPr at a distorted geometry.

Total charge: +2
E_LUMO (alpha / beta): -5.888 / -5.139 eV
Orbital gap (alpha / beta): 6.4325 / 7.1900 eV
Spin multiplicity: 3
M: 732.62 g mol⁻¹
F_max: 1.5 eV/A

Positions of all 84 atoms, in Å:
Pr 0.29942 -0.12784 0.07311
P 3.18377 0.35960 -0.35796
O -0.42800 0.15594 2.60459
O -1.87671 1.35261 0.59448
O -1.96707 -0.85399 -1.15166
N 1.20750 2.39394 -0.18799
N 3.38942 1.89673 0.39720
C 5.49083 -0.16077 1.12236
C 3.15884 1.84700 -4.71684
C 2.87400 -6.92976 2.05001
C 7.22381 -1.66070 0.40443
C 1.20797 -3.05219 1.45524
C 6.53300 -1.90165 -0.77416
C 0.24792 -5.21375 -2.29636
C 1.49849 -5.10824 2.79103
C 3.24121 -6.19286 0.93528
C 2.62232 4.18430 0.56593
C 0.14254 -4.50064 -1.11668
C 6.70067 -0.79518 1.35230
C 1.72165 -3.53673 -3.19633
C 1.61582 -2.81896 -2.02020
C -2.25734 1.59670 1.95202
C 0.38676 4.65106 -0.13719
C 2.39581 2.83454 0.26484
C 1.81825 -4.38068 1.64404
C -3.16638 -0.36137 -0.53420
C 2.01203 -6.37742 2.98624
C 4.31275 1.97192 -3.95650
C 1.03315 -4.73615 -3.33613
C 0.24681 3.31249 -0.41085
C -2.22844 -1.80549 -2.19276
C -0.97104 -0.86315 3.46543
C 0.83551 -3.29521 -0.95489
C 5.32428 -1.27093 -1.01394
C 2.05601 0.76243 -2.88333
C -2.98462 1.13002 -0.28453
C 2.03156 1.23684 -4.18511
C 0.76496 -2.51241 0.29960
C -1.00978 1.44387 2.81471
C 2.72632 -4.92526 0.73400
C 1.60732 5.09303 0.37813
C 3.21384 0.88038 -2.11755
C 4.81287 -0.37410 -0.07698
C 4.34404 1.48791 -2.65946
H 3.93763 -6.60792 0.22040
H 1.76301 6.13794 0.60224
H 2.19340 -1.90475 -1.87757
H -3.02027 0.87251 2.25893
H -0.25301 2.18433 2.53512
H -3.89609 1.57980 0.11603
H -3.33288 -0.90058 0.40686
H -0.41855 5.34328 -0.32622
H -0.66287 2.93355 -0.86282
H -0.32529 -0.98691 4.33653
H -0.45876 -4.87902 -0.30174
H 1.16707 0.27146 -2.45578
H 1.11881 -5.30282 -4.25133
H -1.01930 -1.79579 2.90252
H 3.59446 4.48684 0.92591
H -2.76153 -1.32199 -3.01539
H 5.18784 2.44517 -4.37703
H -2.66061 2.60902 2.05355
H 4.78741 -1.45590 -1.93537
H 2.34462 -3.17675 -4.00352
H 5.24347 1.57013 -2.06220
H 1.09281 -2.49610 2.39027
H -4.02671 -0.52425 -1.18711
H -1.26719 1.58096 3.86684
H -1.96926 -0.59438 3.80848
H 7.22830 -0.61526 2.27758
H 4.31930 2.24917 0.58737
H -0.27114 -6.15476 -2.40767
H 5.07273 0.49545 1.87476
H 1.14239 1.13560 -4.79095
H 1.74800 -6.93758 3.87100
H -1.26576 -2.17400 -2.54603
H 3.13866 2.22265 -5.72978
H 3.04747 -4.34166 -0.11701
H -2.74879 1.61638 -1.23670
H 3.26833 -7.92436 2.19812
H 6.93969 -2.57985 -1.50935
H 8.16858 -2.14993 0.59061
H 0.82436 -4.68316 3.52426
H -2.81766 -2.64409 -1.81506

Atoms 1-2, force components in eV/Å:
-1.1 -1.0 0.4
0.7 0.6 -0.7



Among the records above, which one has the lowest total charge? C2H6Cl4O2Zn



Among the records above, which one has the highest M? C25H36As3I2NOSr



What is the formula in the third record? C2H6Cl4O2Zn